1.
This record from the OMol25 dataset describes a molecular structure, C24H22ClN4O3S4SbTa at a distorted geometry. The level of theory is ωB97M-V with the def2-TZVPD basis set.

The LUMO energy is 2.0486 eV. For the total energy, the calculation gives -101307.2998 eV. The energy relative to the best compared isomer or geometry (same formula, charge and spin) is 0.0 kcal/mol. The calculation puts the gap between HOMO and LUMO at 0.257 hartree. As for the HOMO energy: -5.0 eV.

```
! RIJCOSX wB97M-V def2-TZVPD def2/J DEFGRID3
* xyz -1 1
Ta 1.765 0.126 0.193
O -2.421 1.691 -0.738
C -2.956 1.434 0.452
C -4.331 1.498 0.481
C -5.034 1.292 1.653
C -4.338 0.909 2.810
C -2.957 0.831 2.776
C -2.223 1.140 1.623
C -0.740 1.048 1.553
O -0.191 0.865 0.379
N -0.070 1.181 2.651
N 1.282 1.107 2.274
C 2.053 1.775 3.019
C 3.344 2.156 2.502
C 4.372 2.624 3.324
C 5.570 3.058 2.811
C 5.736 3.114 1.442
C 4.686 2.786 0.594
C 3.509 2.251 1.104
O 2.567 1.957 0.216
H -1.429 1.603 -0.764
H -4.819 1.740 -0.454
H -6.112 1.445 1.616
H -4.865 0.666 3.736
H -2.410 0.563 3.670
H 1.674 2.170 3.955
H 4.237 2.612 4.391
H 6.360 3.360 3.512
H 6.692 3.464 1.048
H 4.789 2.924 -0.488
S 2.695 -1.444 1.516
Sb 4.092 -2.206 -0.531
S 3.148 -0.205 -1.668
S 0.226 -1.498 -0.958
S 3.150 -4.053 -1.389
C 2.071 0.739 -5.034
N 0.921 0.617 -4.122
C 0.335 -0.741 -4.058
C 0.627 1.632 -3.307
N 0.288 2.531 -2.638
H 1.826 0.231 -5.980
H 2.980 0.247 -4.628
H 2.265 1.785 -5.255
H 0.078 -1.037 -5.061
H -0.550 -0.734 -3.407
H 1.073 -1.457 -3.689
Cl -5.196 -5.979 -0.256
C -3.927 -4.778 -0.327
C -2.821 -4.983 0.436
C -1.888 -3.986 0.515
C -2.043 -2.768 -0.099
C -1.181 -1.620 0.203
C -3.158 -2.602 -0.931
C -4.096 -3.584 -1.032
H -2.695 -5.897 0.975
H -1.020 -4.117 1.106
H -0.870 -1.687 1.258
H -1.798 -0.739 0.071
H -3.253 -1.654 -1.427
H -5.017 -3.407 -1.628
*
```

natural (NBO) population analysis, charges in e, atoms 1 to 4: number 1, Ta, carries 1.42; number 2, O, carries -0.69; number 3, C, carries 0.42; number 4, C, carries -0.30

2.
This record from the OMol25 dataset describes a single C24H22F2O5S molecule at a distorted geometry. The level of theory is ωB97M-V with the def2-TZVPD basis set.

The LUMO energy is -0.1699 eV. For the total energy, the calculation gives -51749.8723 eV. The energy relative to the best compared isomer or geometry (same formula, charge and spin) is 0.0 kcal/mol. The calculation puts the gap between HOMO and LUMO at 0.322 hartree. As for the HOMO energy: -8.9 eV. As for the SMILES: CCOC(=O)[C@@](OC)(C(c1ccc(F)cc1)c1ccc(F)cc1)S(=O)(=O)c1ccccc1.

```
! RIJCOSX wB97M-V def2-TZVPD def2/J DEFGRID3
* xyz 0 1
F 5.570 1.766 1.985
C 4.542 1.348 1.166
C 3.553 2.264 0.801
C 2.511 1.827 -0.013
C 2.360 0.476 -0.314
C 0.923 0.075 -0.762
C 0.873 -1.392 -1.265
C 0.454 -1.698 -2.572
C 0.519 -2.989 -3.116
C 1.131 -3.999 -2.377
F 1.286 -5.256 -2.913
C 1.626 -3.730 -1.108
C 1.501 -2.430 -0.579
C 3.489 -0.354 -0.153
C 4.537 0.037 0.701
H 3.568 3.297 1.131
H 1.773 2.525 -0.396
H 0.621 0.698 -1.611
H 0.064 -0.905 -3.197
H 0.101 -3.220 -4.093
H 2.103 -4.513 -0.531
H 1.987 -2.234 0.376
H 3.575 -1.317 -0.654
H 5.326 -0.660 0.988
C -1.347 -3.627 2.095
C -0.181 -2.696 2.215
O -0.493 -1.593 1.302
C 0.114 -0.422 1.555
C -0.043 0.538 0.389
O -0.084 1.856 0.633
C -0.170 2.526 1.930
S -2.142 0.200 -0.039
C -3.034 1.682 -0.623
C -3.876 2.372 0.241
C -4.402 3.602 -0.175
C -4.067 4.107 -1.434
C -3.348 3.320 -2.341
C -2.847 2.076 -1.938
O -2.119 -0.753 -1.130
O -2.845 -0.118 1.203
O 0.711 -0.132 2.589
H -1.179 -4.538 2.661
H -2.252 -3.149 2.487
H -1.507 -3.886 1.043
H -0.058 -2.294 3.227
H 0.747 -3.164 1.873
H 0.439 3.440 1.847
H -1.212 2.802 2.133
H 0.216 1.888 2.722
H -4.111 1.960 1.224
H -5.056 4.157 0.498
H -4.370 5.124 -1.706
H -3.160 3.681 -3.353
H -2.317 1.425 -2.624
*
```

natural (NBO) population analysis, charges in e, atoms 1 to 4: number 1, F, carries -0.33; number 2, C, carries 0.41; number 3, C, carries -0.29; number 4, C, carries -0.17

3.
This record from the OMol25 dataset describes a molecular structure, C24H22F3InN2O2. The level of theory is ωB97M-V with the def2-TZVPD basis set.

The LUMO energy (spin up / spin down) is -1.1926 / -1.2804 eV. For the total energy, the calculation gives -45644.8384 eV. The calculation puts the gap between HOMO and LUMO (spin up / spin down) at 0.234 / 0.219 hartree. As for the HOMO energy (spin up / spin down): -7.6 / -7.2 eV.

```
! RIJCOSX wB97M-V def2-TZVPD def2/J DEFGRID3
* xyz 0 1
In -0.261 0.065 -0.241
C 1.394 2.589 2.328
C 0.639 1.304 2.567
C 1.287 0.068 2.542
C 0.581 -1.117 2.737
C -0.789 -1.082 2.962
C -1.444 0.144 3.004
C -0.736 1.322 2.809
H 1.426 3.196 3.237
H 0.913 3.181 1.545
H 2.420 2.389 2.015
H 2.352 0.033 2.348
H 1.103 -2.065 2.711
H -1.342 -2.003 3.095
H -2.512 0.183 3.178
H -1.256 2.273 2.839
F -1.867 1.918 -4.127
C -0.664 1.829 -3.567
F 0.165 2.644 -4.228
F -0.222 0.556 -3.765
C -0.668 2.079 -2.025
O -1.765 1.916 -1.452
O 0.478 2.180 -1.515
N 2.348 -0.152 -0.693
C 2.940 -0.106 -1.676
C 3.624 -0.034 -2.946
C 3.802 -1.191 -3.699
C 4.475 -1.117 -4.906
C 4.965 0.104 -5.356
C 4.773 1.258 -4.607
C 4.100 1.195 -3.398
H 3.406 -2.133 -3.338
H 4.616 -2.011 -5.499
H 5.498 0.156 -6.297
H 5.143 2.209 -4.968
H 3.924 2.086 -2.808
C -3.534 -0.820 0.163
C -3.420 -1.695 -1.047
C -4.540 -2.181 -1.673
C -4.448 -3.006 -2.801
C -3.208 -3.325 -3.350
C -2.045 -2.839 -2.796
C -0.712 -3.159 -3.403
C -2.103 -2.063 -1.559
N -0.957 -1.860 -0.922
H -4.572 -0.721 0.476
H -3.145 0.178 -0.046
H -2.953 -1.230 0.990
H -5.519 -1.930 -1.276
H -5.354 -3.392 -3.257
H -3.157 -3.938 -4.246
H -0.814 -3.314 -4.479
H -0.297 -4.071 -2.966
H -0.001 -2.361 -3.211
*
```

natural (NBO) population analysis, charges in e, atoms 1 to 4: number 1, In, carries 1.22; number 2, C, carries -0.64; number 3, C, carries -0.01; number 4, C, carries -0.23